1.
# C47H66Cl3IN9O3

A cluster of 9 separate species, C47H66Cl3IN9O3 in total (ωB97M-V/def2-TZVPD, the Open Molecules 2025 dataset).

Last column: Mulliken charge in e.
Atoms and positions in Å:
C 5.5406 0.0671 -2.3763  -1.11
C 4.9140 0.7267 -3.5997  -0.36
O 3.7804 1.5272 -3.2482  0.00
C 2.5531 1.0195 -3.6502  -1.94
C 1.4404 2.0776 -3.4143  3.38
C 1.8159 3.5840 -3.1926  -2.04
C 3.1642 4.2843 -3.4747  0.01
C 3.8778 4.0315 -4.7993  -1.32
Cl 4.2910 4.1784 -2.0725  -0.16
N 0.7954 1.6455 -2.0800  -0.89
I 2.0740 1.6480 -0.4087  0.34
C -0.0038 0.3816 -2.1330  -0.46
C -0.1278 -0.2679 -3.5092  -1.00
O -0.0844 0.5795 -4.6387  -0.39
C 0.2821 1.9393 -4.5110  0.51
C 0.8664 2.2767 -5.9143  -1.89
C 1.0001 3.6922 -6.4275  -0.37
O 0.4269 4.6654 -6.0133  -0.44
C -1.0158 2.8188 -4.3152  0.13
Cl -1.9648 2.7155 -5.8474  -0.05
C -2.1445 2.5824 -3.2868  0.01
C -2.8938 1.2487 -3.2497  -1.08
Cl -1.6715 3.1496 -1.6095  -0.35
H 6.0028 -0.8828 -2.6570  0.38
H 4.7769 -0.1407 -1.6236  0.20
H 6.3197 0.6919 -1.9395  0.29
H 5.6322 1.3931 -4.0874  0.40
H 4.6285 -0.0276 -4.3419  0.40
H 2.3134 0.1236 -3.0567  0.19
H 2.5659 0.6683 -4.6846  0.79
H 1.5798 3.8482 -2.1561  0.49
H 1.1046 4.1647 -3.7754  0.19
H 2.8971 5.3429 -3.4583  0.69
H 4.9363 4.2715 -4.6909  0.51
H 3.7965 3.0067 -5.1563  0.18
H 3.4848 4.7164 -5.5544  0.30
H 0.1491 2.4053 -1.8240  0.10
H -0.9781 0.6173 -1.7058  0.03
H 0.4420 -0.3651 -1.4752  0.48
H -1.0747 -0.8191 -3.5227  0.44
H 0.6597 -1.0169 -3.6310  0.56
H 0.2567 1.7244 -6.6368  0.81
H 1.8604 1.8431 -6.0220  0.41
H 1.6778 3.7722 -7.2938  0.50
H -0.7487 3.8696 -4.2559  0.45
H -2.8644 3.3527 -3.5538  0.80
H -2.6571 0.6422 -4.1273  0.16
H -3.9664 1.4429 -3.2588  0.34
H -2.6884 0.6708 -2.3488  0.23
N -1.8879 -1.6879 0.5358  0.19
C -1.0309 -2.2439 1.4481  -0.66
C -1.0967 -3.6038 1.3069  -0.16
C -2.0317 -3.8783 0.2681  -0.30
C -2.5040 -2.6760 -0.1865  -1.10
H -2.0582 -0.7049 0.4289  0.23
H -0.4582 -1.6247 2.1160  0.18
H -0.5406 -4.3208 1.8887  0.58
H -2.3330 -4.8456 -0.0996  0.46
H -3.2287 -2.4430 -0.9485  0.59
N -2.3496 5.9217 0.5098  0.18
C -2.0082 6.2225 1.8020  -0.42
C -2.6550 7.3777 2.1465  -0.57
C -3.4153 7.7916 1.0185  -0.61
C -3.2061 6.8747 0.0250  -0.33
H -2.0216 5.1281 -0.0057  0.29
H -1.3360 5.5949 2.3621  0.44
H -2.5907 7.8749 3.0995  0.39
H -4.0425 8.6639 0.9471  0.39
H -3.5928 6.8199 -0.9782  0.35
N 0.9137 -0.1126 4.3785  0.11
C 0.7332 0.1914 5.7006  -0.57
C -0.1458 1.2358 5.7824  -0.55
C -0.5111 1.5808 4.4530  -1.05
C 0.1611 0.7327 3.6094  -0.38
H 1.5053 -0.8461 4.0321  0.26
H 1.2276 -0.3669 6.4757  0.43
H -0.4938 1.6969 6.6907  0.43
H -1.2013 2.3533 4.1525  0.62
H 0.1577 0.6569 2.5345  0.68
N -3.9965 -4.1577 3.4808  0.15
C -5.0920 -3.9091 4.2620  -0.56
C -5.3092 -5.0132 5.0425  -0.41
C -4.3044 -5.9660 4.7205  -0.67
C -3.5106 -5.4067 3.7560  -0.14
H -3.6026 -3.5263 2.8068  0.20
H -5.6220 -2.9744 4.1978  0.36
H -6.1003 -5.1273 5.7642  0.40
H -4.1795 -6.9469 5.1471  0.40
H -2.6458 -5.7885 3.2418  0.30
N -3.2061 -3.1173 -4.7247  0.05
C -2.3986 -2.5143 -5.6530  -0.70
C -3.1867 -1.7216 -6.4444  -0.30
C -4.5231 -1.8529 -5.9759  -0.49
C -4.5025 -2.7227 -4.9186  -0.58
H -2.8991 -3.7649 -4.0223  0.22
H -1.3387 -2.7047 -5.6752  0.50
H -2.8471 -1.1221 -7.2724  0.47
H -5.3997 -1.3754 -6.3797  0.43
H -5.2978 -3.0984 -4.2980  0.43
N 3.5053 -2.1654 7.0119  0.10
C 2.8547 -3.0145 7.8685  -0.20
C 3.7668 -3.9277 8.3212  -0.60
C 5.0159 -3.6183 7.7158  -0.39
C 4.8235 -2.5267 6.9142  -0.53
H 3.0833 -1.3971 6.5279  0.15
H 1.8064 -2.8965 8.0840  0.34
H 3.5643 -4.7278 9.0128  0.39
H 5.9487 -4.1371 7.8580  0.39
H 5.5080 -1.9770 6.2914  0.36
N -1.3062 -7.6441 1.4424  0.13
C -0.4545 -8.1992 2.3603  -0.29
C -0.5184 -9.5586 2.2189  -0.59
C -1.4454 -9.8346 1.1766  -0.57
C -1.9156 -8.6341 0.7187  -0.39
H -1.4671 -6.6618 1.3245  0.18
H 0.1193 -7.5850 3.0332  0.36
H 0.0344 -10.2776 2.7996  0.41
H -1.7358 -10.8045 0.8100  0.40
H -2.6295 -8.4027 -0.0529  0.35
N 1.7915 4.0339 3.9002  0.22
C 2.9326 3.7150 3.2191  -0.35
C 3.7059 4.8429 3.1266  -0.83
C 2.9968 5.8879 3.7768  -0.50
C 1.8239 5.3555 4.2458  -0.55
H 1.0581 3.3820 4.1263  0.18
H 3.1080 2.7073 2.8776  0.56
H 4.6717 4.9114 2.6546  0.42
H 3.3163 6.9092 3.8959  0.42
H 1.0186 5.8051 4.8010  0.42

maximum force = 0.0098 Eh/bohr
total charge = +1
HOMO-LUMO gap = 4.743 eV
2S+1 = 1
HOMO energy = -9.61 eV

2.
# C47H68N7O5SeTa

A structure of composition C47H68N7O5SeTa in a non-equilibrium geometry (ωB97M-V/def2-TZVPD, the Open Molecules 2025 dataset).

Last column: Mulliken charge in e.
Atoms and positions in Å:
Ta 0.5455 0.0549 1.2521  0.52
C -6.3710 -1.6047 -1.7593  -1.97
C -5.3858 -2.7731 -1.7580  2.01
C -6.0150 -3.9425 -0.9870  -1.61
C -5.1234 -3.1924 -3.2120  -1.57
C -4.0594 -2.3980 -1.1030  -0.43
C -3.8224 -1.1454 -0.5471  -0.77
C -2.5889 -0.8757 0.0133  0.72
Se -2.2381 0.8242 0.8026  0.44
C -1.6767 1.8470 -0.7105  0.44
C -2.5726 2.3173 -1.6507  -0.74
C -2.0985 3.0598 -2.7273  -0.15
C -0.7368 3.3446 -2.7645  -0.87
C 0.2000 2.9302 -1.8123  -0.32
C -0.3154 2.1290 -0.8006  0.47
O 0.4745 1.5515 0.1723  0.08
C 1.6506 3.3941 -1.9759  2.38
C 2.2410 2.7348 -3.2309  -1.67
C 2.5510 3.0684 -0.7807  -1.72
C 1.6616 4.9254 -2.1480  -1.90
C -3.0099 3.5561 -3.8470  2.06
C -2.8830 5.0804 -3.9789  -1.65
C -2.5754 2.8840 -5.1585  -1.56
C -4.4766 3.2136 -3.5843  -2.13
C -1.5746 -1.8342 0.0642  0.26
O -0.4039 -1.4364 0.6617  0.54
C -1.7780 -3.1124 -0.4505  0.14
C -3.0333 -3.3316 -1.0279  -0.85
C -0.7978 -4.2906 -0.4248  2.12
C 0.5631 -3.9461 0.1772  -1.30
C -0.5604 -4.7894 -1.8599  -1.93
C -1.4165 -5.4158 0.4210  -1.75
H -7.2962 -1.9131 -2.2462  0.45
H -5.9818 -0.7460 -2.3119  0.29
H -6.6278 -1.2852 -0.7467  0.38
H -6.9687 -4.2155 -1.4410  0.48
H -6.1997 -3.6721 0.0545  0.34
H -5.3779 -4.8284 -1.0012  0.33
H -6.0653 -3.4500 -3.6985  0.47
H -4.4715 -4.0650 -3.2730  0.32
H -4.6593 -2.3811 -3.7765  0.35
H -4.5894 -0.3837 -0.5447  0.60
H -3.6254 2.0958 -1.5480  0.52
H -0.3705 3.9368 -3.5912  0.45
H 2.2462 1.6475 -3.1393  0.16
H 3.2666 3.0798 -3.3793  0.49
H 1.6718 3.0018 -4.1218  0.36
H 2.6957 1.9960 -0.6550  0.07
H 2.1517 3.4866 0.1484  0.12
H 3.5280 3.5238 -0.9489  0.67
H 1.2236 5.2377 -3.0948  0.38
H 2.6906 5.2877 -2.1363  0.49
H 1.1159 5.4213 -1.3424  0.38
H -1.8735 5.3854 -4.2570  0.34
H -3.1455 5.5799 -3.0444  0.35
H -3.5582 5.4403 -4.7565  0.48
H -1.5449 3.1337 -5.4162  0.33
H -3.2142 3.2188 -5.9774  0.47
H -2.6539 1.7975 -5.0870  0.34
H -4.8386 3.6584 -2.6545  0.40
H -4.6410 2.1339 -3.5465  0.40
H -5.0901 3.6064 -4.3951  0.44
H -3.2222 -4.3140 -1.4371  0.42
H 1.0420 -3.1356 -0.3739  -0.31
H 1.2091 -4.8235 0.1093  0.78
H 0.4831 -3.6659 1.2286  0.10
H -0.1885 -3.9872 -2.5006  0.33
H -1.4652 -5.1909 -2.3137  0.44
H 0.1805 -5.5910 -1.8512  0.46
H -1.6276 -5.0730 1.4365  0.35
H -0.7241 -6.2576 0.4815  0.47
H -2.3476 -5.7826 -0.0099  0.36
N -3.0457 -0.7045 7.9543  -0.37
C -2.4996 -0.5895 6.9508  -0.39
C -1.8155 -0.4474 5.6992  0.63
C -1.6314 0.8144 5.1346  -1.04
C -0.9654 0.9022 3.9356  -0.03
N -0.4756 -0.1663 3.2846  0.66
C -0.6712 -1.3796 3.8247  -0.18
C -1.3300 -1.5610 5.0256  -0.98
H -2.0071 1.7041 5.6186  0.61
H -0.8115 1.8645 3.4682  0.23
H -0.2927 -2.2268 3.2718  0.37
H -1.4653 -2.5569 5.4222  0.59
C 3.6891 -0.2204 3.9224  -0.68
N 2.9097 0.8921 4.4470  0.52
C 2.9112 1.0057 5.9027  -1.19
C 2.3204 1.8009 3.6532  0.27
N 1.7253 1.4660 2.5030  0.12
N 2.3121 3.0862 4.0685  0.11
C 3.4492 3.6763 4.7778  -1.24
C 1.3951 4.0740 3.5180  -1.08
H 4.6855 -0.1844 4.3681  0.49
H 3.7931 -0.1139 2.8462  -0.17
H 3.2295 -1.1768 4.1664  0.29
H 2.6562 0.0297 6.3174  0.37
H 2.1672 1.7285 6.2257  0.38
H 3.8885 1.2941 6.2930  0.38
H 1.6583 2.3032 1.9323  -0.74
H 4.2619 2.9619 4.8583  0.42
H 3.1640 4.0176 5.7733  0.36
H 3.8056 4.5337 4.2054  0.39
H 1.8551 4.6382 2.7013  0.37
H 1.1240 4.7773 4.3044  0.37
H 0.4839 3.6024 3.1558  0.25
C 5.4196 0.1100 0.2959  -0.99
C 5.2034 -0.6074 -1.0306  -1.53
C 4.0289 -1.6299 -1.0743  2.71
C 4.0192 -2.2991 -2.4616  -1.51
C 2.9000 -3.3084 -2.6685  -0.94
C 4.3033 -2.6876 -0.0119  -0.34
O 5.1669 -3.5099 -0.1007  -0.55
N 3.4825 -2.6810 1.1431  0.33
C 2.5309 -1.7614 1.3673  -0.03
O 1.7749 -1.7389 2.3652  -0.77
N 2.3217 -0.7569 0.4925  0.65
C 2.7446 -0.8563 -0.8384  -0.71
O 2.1264 -0.2765 -1.6977  -0.74
H 6.2940 0.7561 0.2254  0.58
H 5.6090 -0.5945 1.1103  0.27
H 4.5683 0.7402 0.5663  -0.01
H 6.0992 -1.1670 -1.3018  0.55
H 5.0186 0.1148 -1.8282  0.45
H 4.9896 -2.7788 -2.5870  0.47
H 3.9491 -1.5025 -3.2029  0.51
H 2.9626 -4.1354 -1.9573  0.25
H 2.9644 -3.7371 -3.6678  0.55
H 1.9187 -2.8387 -2.5791  0.02
H 3.6200 -3.4339 1.8057  0.39

maximum force = 0.0415 Eh/bohr
total charge = +2
HOMO-LUMO gap = 7.244 eV
2S+1 = 1
HOMO energy = -13.47 eV

What are the total energy values for these records? In order: -115019.9558; -137402.4528 eV.